1.
Molecular formula: C20H16N2O7
Method: DFT, ωB97M-V with the def2-TZVPD basis set

Geometry as XYZ:
```
45
Properties=species:S:1:pos:R:3:forces:R:3
C 5.8014 0.8502 -2.5362 0.1 -0.2 0.1
H 6.8603 1.0513 -2.6907 -0.1 -0.1 0.0
O 5.1294 2.0160 -2.9444 -0.2 0.2 -0.1
C 3.7729 2.0586 -2.8457 -0.2 0.1 0.0
C 2.9801 1.0164 -2.3878 0.3 0.0 0.0
C 1.5948 1.1661 -2.3270 -0.1 0.4 -0.2
C 0.9981 2.3531 -2.7240 -0.3 -0.1 0.1
C 1.7993 3.3879 -3.1802 0.3 -0.1 0.0
C 3.1691 3.2527 -3.2461 0.2 0.0 0.0
H 3.7994 4.0525 -3.5993 0.1 0.1 0.0
H 1.3402 4.3148 -3.4879 0.0 0.1 0.0
H -0.0704 2.4644 -2.6687 0.0 0.0 0.0
N 0.8655 0.0610 -1.8647 0.4 -0.2 -0.1
C -0.4582 -0.0336 -1.6361 -0.2 -0.5 0.0
O -1.2958 0.8139 -1.8370 -0.2 0.2 -0.1
C -0.9215 -1.4348 -1.1253 0.1 0.3 -0.3
C 0.1686 -2.4534 -0.9283 -0.2 -0.2 0.1
C 1.0264 -2.4208 0.1687 0.0 0.0 0.0
C 2.0284 -3.3675 0.2988 0.0 0.0 0.0
C 2.1930 -4.3495 -0.6626 0.0 0.0 0.0
C 1.3480 -4.3842 -1.7596 0.1 -0.1 0.0
C 0.3410 -3.4453 -1.8900 -0.1 0.2 0.1
H -0.3188 -3.4796 -2.7446 -0.1 0.0 -0.1
H 1.4690 -5.1478 -2.5129 0.0 -0.1 -0.1
H 2.9754 -5.0858 -0.5575 0.1 -0.1 0.0
H 2.6834 -3.3328 1.1563 0.1 0.0 0.1
H 0.9211 -1.6521 0.9178 0.0 0.1 0.0
O -1.7502 -1.2453 0.0326 -0.2 -0.3 0.0
C -1.3822 -0.3241 0.9228 0.2 0.4 0.4
O -0.3407 0.2766 0.9182 -0.1 -0.1 0.2
C -2.4464 -0.1535 1.9350 -1.0 -0.7 -0.4
C -3.7287 -0.6631 1.9709 0.9 0.3 -0.2
C -4.3168 -0.1582 3.1391 0.5 0.7 0.7
C -3.3433 0.6206 3.7258 -0.8 -1.0 -1.1
O -2.2196 0.6231 3.0006 0.4 0.4 0.4
N -3.3887 1.3622 4.9399 0.1 0.2 0.2
O -4.4410 1.3272 5.5444 -0.3 -0.1 0.1
O -2.3945 1.9580 5.2790 0.3 0.2 0.0
H -5.3051 -0.3253 3.5153 -0.2 0.0 0.1
H -4.1704 -1.3087 1.2410 0.0 -0.1 -0.2
H -1.6299 -1.8050 -1.8773 0.2 0.1 0.1
H 1.4325 -0.7276 -1.5773 -0.2 0.2 0.0
H 3.4162 0.0808 -2.0695 0.1 -0.1 0.0
H 5.5079 -0.0163 -3.1384 0.0 0.0 0.0
H 5.6262 0.6344 -1.4772 0.0 0.0 0.0
```
Positions in Å, forces in eV/Å.

Output
SMILES ... COc1cccc(NC(=O)[C@H](OC(=O)c2ccc([N+](=O)[O-])o2)c2ccccc2)c1
ΔE to the lowest compared entry with this formula, charge and spin ... 0.0 kJ/mol
Molar mass ... 396.355 Da
Frontier orbital gap ... 7.37 eV

***

2.
Molecular formula: C20H16N3O8PtS2Se
Method: DFT, ωB97M-V with the def2-TZVPD basis set

Geometry as XYZ:
```
51
Properties=species:S:1:pos:R:3:forces:R:3
Pt -0.2165 0.0041 1.6735 -0.4 -0.4 -0.2
O 3.1636 0.4399 3.8640 0.1 0.0 0.0
C 2.0695 0.3397 3.3377 -0.1 0.0 0.1
O 1.7956 0.2454 2.0941 -0.1 -0.1 -0.1
C 0.8474 0.3250 4.2466 0.1 -0.1 0.1
C 0.9646 0.4805 5.6123 0.0 0.0 0.2
C -0.1740 0.4432 6.3999 0.1 0.0 -0.1
C -1.3972 0.2378 5.7831 -0.1 0.0 -0.1
C -1.4430 0.0913 4.4094 -0.1 0.0 0.1
N -0.3428 0.1410 3.6571 0.2 0.4 -0.2
H 1.9609 0.6225 6.0066 0.0 0.0 0.0
H -0.1117 0.5669 7.4731 0.0 0.0 0.0
H -2.3183 0.1932 6.3469 0.0 0.0 0.0
H -2.3774 -0.0741 3.8942 0.0 0.0 0.0
O 1.7071 3.4975 -1.4222 0.1 -0.1 0.0
S 1.0921 2.2014 -1.2031 0.0 0.2 -0.1
O 0.4187 1.6661 -2.3782 -0.1 0.0 -0.1
O 0.2406 2.1759 -0.0121 -0.2 0.1 0.0
C 2.4934 1.0781 -0.9311 0.1 0.0 0.0
C 3.7361 1.7102 -0.9019 0.0 -0.1 0.0
C 4.9180 0.9938 -0.8348 0.0 -0.1 0.0
C 4.8876 -0.3924 -0.8228 0.0 0.1 0.0
C 3.6663 -1.0360 -0.8323 -0.1 0.0 0.1
C 2.4727 -0.3198 -0.8577 0.0 0.0 0.0
S 1.0629 -1.4093 -0.6729 -0.1 -0.3 0.7
O -0.1100 -0.4896 -0.3982 0.5 -0.1 0.1
O 0.9295 -2.1921 -1.8749 -0.4 0.5 -0.4
O 1.2921 -2.2060 0.5146 0.4 0.0 -0.1
H 3.7532 2.7882 -0.9565 0.0 0.0 0.0
H 5.8610 1.5259 -0.8046 0.0 0.0 0.0
H 5.8030 -0.9696 -0.7852 0.0 0.0 0.0
H 3.6168 -2.1160 -0.7796 0.0 0.0 0.0
C -3.1915 -2.4530 -0.8911 -0.1 0.0 0.0
N -3.0128 -1.0826 -1.3349 0.1 -0.1 0.0
C -2.6093 -0.0639 -0.5625 0.0 0.1 -0.1
Se -2.6033 -0.0805 1.3144 -0.1 0.0 0.1
N -2.2396 0.9584 -1.3371 0.2 0.1 -0.1
C -2.3332 0.5708 -2.6722 0.0 0.0 0.2
C -2.0389 1.2268 -3.8592 0.0 0.0 0.1
C -2.2745 0.5297 -5.0277 0.0 0.0 0.0
C -2.7809 -0.7771 -5.0214 0.0 0.0 0.0
C -3.0706 -1.4306 -3.8396 0.0 0.0 0.0
C -2.8342 -0.7239 -2.6684 -0.1 0.0 0.0
H -3.4906 -2.4513 0.1517 0.0 0.0 0.0
H -2.2459 -2.9877 -0.9951 0.0 0.0 0.0
H -3.9613 -2.9281 -1.4962 0.0 0.0 0.0
H -1.5714 1.6636 -0.9906 -0.1 -0.1 0.0
H -1.5959 2.2092 -3.8489 0.0 0.0 0.0
H -2.0373 0.9952 -5.9751 0.0 0.0 0.0
H -2.9328 -1.2903 -5.9620 0.0 0.0 0.0
H -3.4379 -2.4475 -3.8292 0.0 0.0 0.0
```
Positions in Å, forces in eV/Å.

Output
ΔE to the lowest compared entry with this formula, charge and spin ... 25.4 kJ/mol
Total charge ... -1
Molar mass ... 764.533 Da
Frontier orbital gap ... 7.64 eV

***

> frontier orbital gap of number 2 (C20H16N3O8PtS2Se)?

7.64 eV

***

> Among the records above, which one has the lowest molar mass?

C20H16N2O7

***

> Among the records above, which one has the highest molar mass?

C20H16N3O8PtS2Se